Record 1
This record from the OMol25 dataset describes C31H32N7O4PtS2Si as an isolated structure. The level of theory is ωB97M-V/def2-TZVPD.

Calculated values
* relative energy (zero: lowest compared OMol25 entry of this formula, charge and spin): 60.5 kcal/mol
* E_tot: -3089.6338 Ha
* orbital gap (alpha / beta): 5.56 / 5.56 eV
* total charge: +1
* E_LUMO (alpha / beta): -4.46 / -4.46 eV
* M: 853.9 Da
* F_max: 0.0463 hartree/bohr

Structure (XYZ):
```
78
Properties=species:S:1:pos:R:3:forces:R:3:lowdin_charge:R:1
Pt -0.1364 0.2452 0.0052 0.052 -2.239 0.810 1.081
C -1.5026 1.7033 3.8243 -0.288 0.171 -0.152 0.027
C -1.3305 0.9748 2.5374 -0.358 0.120 0.093 -0.277
N -0.8449 1.5119 1.4748 1.564 0.773 -0.751 -0.175
O -0.2089 2.7235 1.5751 -0.327 0.280 0.262 -0.012
C -1.7237 -0.3919 2.3734 0.046 -0.245 0.328 -0.250
C -2.5313 -1.1581 3.3706 0.077 -0.088 -0.059 0.008
N -1.2865 -0.9735 1.2841 -0.412 0.711 -1.099 -0.216
O -1.4583 -2.1280 0.9571 -0.218 -0.309 0.305 -0.072
H -1.5864 2.7712 3.6310 0.003 0.007 0.023 0.103
H -0.6309 1.5352 4.4548 -0.027 -0.056 0.008 0.096
H -2.3954 1.3595 4.3426 -0.003 -0.024 -0.023 0.094
H 0.4130 2.6163 2.3279 0.109 -0.142 -0.109 0.094
H -2.1154 -1.0412 4.3717 -0.022 0.022 0.004 0.093
H -2.5245 -2.2126 3.1105 -0.014 -0.005 0.013 0.085
H -3.5658 -0.8091 3.3833 0.012 0.009 0.025 0.100
N 3.2944 -4.7555 5.0947 -0.018 0.103 -0.087 0.120
C 3.0761 -3.5220 4.5464 0.042 -0.124 0.074 -0.311
C 4.1394 -2.7849 4.0089 0.047 -0.003 -0.014 -0.017
C 3.9231 -1.5435 3.4500 -0.051 0.036 0.036 -0.057
C 2.6369 -1.0161 3.4231 -0.006 -0.040 0.043 -0.304
C 1.5710 -1.7338 3.9551 0.048 0.004 0.003 -0.058
C 1.7864 -2.9733 4.5177 -0.076 -0.016 -0.029 -0.023
S 2.3496 0.5366 2.6858 -0.092 -0.028 -0.247 0.640
O 3.5656 1.2846 2.6206 0.066 -0.033 0.062 -0.260
O 1.2194 1.1373 3.3748 0.017 0.014 -0.004 -0.339
N 1.7817 0.2717 1.1744 0.258 -0.309 0.036 -0.193
C 2.6687 -0.0269 0.1848 0.107 0.062 -0.101 -0.525
N 2.1751 0.2373 -1.0467 0.205 0.669 0.354 -0.025
C 2.9419 -0.0840 -2.0876 -0.362 0.200 -0.256 -0.151
C 4.1949 -0.6312 -1.9440 0.043 -0.052 0.058 -0.036
C 4.6117 -0.8600 -0.6385 -0.059 -0.055 0.059 -0.088
N 3.8632 -0.5755 0.4134 0.015 0.007 0.045 0.155
H 4.2158 -5.1478 5.1225 0.006 0.001 0.030 0.099
H 2.5470 -5.2765 5.5107 -0.004 0.001 0.011 0.098
H 5.1400 -3.1989 4.0419 -0.003 0.024 -0.007 0.115
H 4.7355 -0.9641 3.0352 0.018 -0.033 0.007 0.111
H 0.5763 -1.3048 3.9376 0.007 -0.024 0.027 0.099
H 0.9613 -3.5318 4.9437 -0.001 0.019 -0.013 0.112
H 2.5288 0.1225 -3.0693 -0.022 -0.050 0.019 0.105
H 4.8036 -0.8830 -2.7987 0.015 0.039 0.011 0.107
H 5.5723 -1.3189 -0.4275 0.009 0.054 -0.027 0.121
C -0.0254 1.8693 -5.8294 0.005 0.005 0.022 -0.059
C 0.8299 2.0147 -4.7440 -0.008 -0.010 0.049 -0.063
C 0.3682 1.7699 -3.4584 -0.103 -0.026 -0.084 -0.118
C -0.9552 1.3660 -3.2368 0.427 -0.012 0.002 -0.362
C -1.7959 1.2081 -4.3439 -0.028 0.146 -0.010 -0.131
C -1.3382 1.4665 -5.6300 -0.027 -0.028 0.017 -0.064
Si -1.6629 1.1860 -1.5160 -0.834 0.154 0.288 0.595
C -2.1206 2.8633 -0.8676 0.084 0.155 -0.067 -0.348
C -3.2002 2.9985 0.0110 -0.011 0.051 -0.084 -0.124
C -3.6318 4.2522 0.4124 0.040 -0.042 0.103 -0.075
C -2.9759 5.3906 -0.0423 0.024 -0.022 0.013 -0.069
C -1.8891 5.2714 -0.8948 0.113 -0.041 0.036 -0.066
C -1.4564 4.0141 -1.2974 -0.175 0.008 0.012 -0.086
H 0.3283 2.0832 -6.8296 0.005 -0.035 0.006 0.112
H 1.8560 2.3243 -4.8991 -0.022 0.035 -0.010 0.113
H 1.0334 1.9018 -2.6127 0.019 0.006 -0.022 0.083
H -2.8303 0.9122 -4.1925 0.008 0.057 -0.014 0.101
H -2.0079 1.3637 -6.4745 0.007 0.002 0.011 0.112
H -2.9517 0.4762 -1.7227 0.090 -0.284 0.135 0.006
H -3.7158 2.1146 0.3754 -0.042 0.024 -0.051 0.100
H -4.4769 4.3437 1.0835 0.006 0.012 -0.021 0.106
H -3.3085 6.3701 0.2761 -0.019 -0.011 -0.024 0.109
H -1.3715 6.1556 -1.2445 -0.017 -0.005 0.017 0.109
H -0.6065 3.9346 -1.9657 -0.032 0.025 -0.026 0.098
S 0.3975 -1.9236 -1.0898 0.067 0.545 -0.220 0.788
C -0.7513 -2.5062 -2.2223 -0.023 0.063 0.164 -0.622
N -1.3744 -1.7085 -3.1105 -0.147 -0.147 0.097 0.080
C -2.2934 -2.1431 -4.0033 0.005 0.026 -0.065 -0.040
C -2.6107 -3.4623 -4.0758 -0.033 -0.064 -0.038 -0.032
C -1.9526 -4.3488 -3.2083 0.061 0.019 -0.003 -0.018
C -1.0428 -3.8806 -2.2970 0.105 -0.071 0.053 -0.061
H -1.1439 -0.7167 -3.1033 0.062 -0.031 -0.140 0.062
H -2.7294 -1.3885 -4.6408 0.044 0.025 0.029 0.126
H -3.3435 -3.8070 -4.7892 0.009 0.011 0.000 0.119
H -2.1703 -5.4077 -3.2574 -0.003 0.011 0.038 0.125
H -0.5317 -4.5414 -1.6117 -0.060 -0.003 0.020 0.118
```
Forces are in eV/Å.

Record 2
This record from the OMol25 dataset describes C10H9CuN2O5Se as an isolated structure. The level of theory is ωB97M-V/def2-TZVPD.

Calculated values
* relative energy (zero: lowest compared OMol25 entry of this formula, charge and spin): 78.5 kcal/mol
* E_tot: -4913.6270 Ha
* orbital gap (alpha / beta): 5.64 / 6.31 eV
* total charge: +1
* E_LUMO (alpha / beta): -6.04 / -6.03 eV
* M: 379.7 Da
* F_max: 0.1429 hartree/bohr
* spin multiplicity: 2

Structure (XYZ):
```
28
Properties=species:S:1:pos:R:3:forces:R:3:mulliken_spin:R:1
O 4.7822 -1.7040 -0.1079 -2.790 0.430 -0.833 0.038
C 3.6997 -1.1383 -0.2214 4.533 -1.361 1.978 -0.048
Cu 0.9322 -1.4920 0.2313 -0.493 -0.121 -0.393 0.283
C 1.8673 0.3103 0.7059 0.995 3.429 2.847 0.007
O 1.5719 1.1026 1.5326 -0.589 -1.778 -1.646 -0.029
C 3.1353 0.3951 -2.2926 -5.827 3.825 -2.325 0.002
O 2.3246 0.9874 -2.8856 3.828 -3.164 1.387 0.006
C 2.6753 -1.2984 0.9988 1.991 -0.908 -0.476 0.317
O 3.1600 -1.5199 2.1140 -1.385 0.727 -1.725 0.395
C 3.7943 0.2068 -1.0235 0.316 0.960 1.980 -0.002
O 3.1166 1.1050 -0.1573 0.103 -1.205 -1.836 0.056
H 4.8423 0.5615 -1.2906 -0.719 -0.871 0.893 0.001
C -2.8740 -1.8937 1.3813 -0.356 -1.126 0.516 -0.002
N -2.6993 -0.6201 0.7603 0.702 0.819 -0.828 0.001
C -3.2677 0.5553 1.2012 -0.293 -0.285 0.426 0.000
C -2.7973 1.5507 0.4387 0.643 0.567 -0.619 0.001
N -1.9124 0.9834 -0.4652 0.164 -1.125 -0.071 0.001
C -1.1342 1.7139 -1.4456 0.222 0.688 -0.484 0.000
C -1.8485 -0.3696 -0.2792 -1.417 1.669 1.459 -0.007
Se -0.9029 -1.6584 -1.1910 0.708 -0.487 -0.515 -0.022
H -3.9193 -2.0455 1.6504 0.044 0.109 -0.059 0.000
H -2.2707 -1.9993 2.2854 0.040 0.186 -0.062 0.001
H -2.5794 -2.6775 0.6896 -0.048 0.031 -0.022 0.000
H -3.9455 0.5839 2.0417 0.057 -0.066 -0.171 0.000
H -2.9567 2.6264 0.4371 -0.070 -0.458 0.117 0.000
H -1.7892 2.1756 -2.1998 0.153 -0.263 0.254 0.000
H -0.5700 2.5220 -0.9554 -0.171 -0.350 -0.056 0.000
H -0.4346 1.0371 -1.9529 -0.343 0.128 0.263 0.000
```
Forces are in eV/Å.

Record 3
This record from the OMol25 dataset describes ArH20O10 as an isolated structure. The level of theory is ωB97M-V/def2-TZVPD.

Calculated values
* relative energy (zero: lowest compared OMol25 entry of this formula, charge and spin): 15.6 kcal/mol
* E_tot: -1291.8946 Ha
* orbital gap: 10.04 eV
* E_LUMO: -0.17 eV
* M: 220.1 Da
* F_max: 0.0192 hartree/bohr

Structure (XYZ):
```
31
Properties=species:S:1:pos:R:3:forces:R:3:lowdin_charge:R:1
Ar 14.6503 -5.7638 -13.3322 0.070 0.113 0.195 0.241
O 16.0846 -6.3561 -15.9314 -0.038 -0.254 0.051 -0.078
H 16.4506 -6.8998 -16.6291 0.136 -0.245 -0.295 0.072
H 16.4258 -5.4791 -16.1066 0.018 0.444 0.072 0.066
O 18.4617 -6.4064 -12.4460 0.306 0.596 0.726 -0.071
H 18.6945 -5.6952 -13.0429 0.093 0.178 -0.062 0.025
H 18.0339 -7.0568 -13.0029 -0.164 -0.549 -0.543 -0.041
O 17.1224 -8.2282 -14.0122 0.552 -0.198 -0.293 -0.067
H 16.5917 -7.5868 -14.4847 -0.217 0.400 -0.405 -0.022
H 16.6400 -8.3878 -13.2010 -0.498 -0.250 0.365 -0.025
O 11.2121 -5.2120 -12.2127 0.215 -0.009 0.212 -0.035
H 11.2863 -4.4757 -12.8198 0.043 0.339 -0.163 0.055
H 10.2718 -5.3817 -12.1551 -0.366 -0.067 0.085 0.064
O 15.0817 -4.7906 -9.6788 -0.116 0.274 -0.016 -0.061
H 14.4302 -5.4041 -9.3392 -0.186 -0.105 0.098 0.026
H 15.7863 -5.3475 -10.0097 0.325 -0.127 -0.175 0.025
O 15.8427 -8.9641 -11.7310 -0.070 0.042 0.216 -0.034
H 14.9953 -9.0692 -11.2985 -0.248 0.087 0.047 0.055
H 16.2870 -9.8010 -11.5951 0.235 -0.278 0.050 0.063
O 11.9022 -7.0353 -14.1062 -0.200 -0.745 -0.320 -0.081
H 12.2221 -7.8201 -13.6613 0.074 -0.270 -0.002 0.053
H 11.7566 -6.4029 -13.4025 -0.115 0.465 0.515 -0.033
O 14.1434 -2.1123 -12.9747 -0.149 0.006 -0.049 -0.041
H 14.3135 -2.3972 -12.0769 0.224 -0.171 0.327 0.052
H 13.1962 -2.2019 -13.0795 -0.245 0.059 -0.037 0.044
O 13.1803 -6.4546 -16.3906 0.090 0.149 -0.807 -0.089
H 14.1113 -6.5792 -16.2066 0.375 0.140 -0.006 -0.038
H 12.7373 -6.7415 -15.5921 -0.378 -0.030 0.426 -0.052
O 15.6560 -1.9729 -15.2581 0.447 -0.060 -0.533 -0.068
H 15.0898 -1.8385 -16.0181 -0.047 0.055 -0.234 0.026
H 15.0715 -2.3127 -14.5805 -0.169 0.009 0.552 -0.031
```
Forces are in eV/Å.